1.
{
  "formula": "C15H13F3NO7S",
  "method": "ωB97M-V/def2-TZVPD",
  "elements": ["C", "O", "C", "C", "O", "O", "C", "C", "O", "O", "C", "H", "H", "H", "H", "H", "H", "H", "H", "H", "F", "C", "F", "F", "S", "N", "C", "O", "C", "C", "C", "C", "C", "C", "C", "O", "H", "H", "H", "H"],
  "xyz": [[-4.0941, 1.3931, 1.0044], [-3.2511, 0.2644, 0.5647], [-2.3048, -0.3487, 1.2314], [-2.6947, -1.6125, 1.9608], [-1.8897, -2.4197, 2.3911], [-4.0371, -1.7351, 2.0544], [-4.5710, -2.8635, 2.7641], [-1.3778, 0.5084, 2.0197], [-1.0527, 0.2607, 3.1709], [-1.1215, 1.6562, 1.3548], [-0.0582, 2.4270, 1.9150], [-4.8937, 1.3973, 0.2605], [-4.5233, 1.2322, 2.0053], [-3.5071, 2.3082, 0.9379], [-5.5820, -2.9964, 2.3836], [-3.9657, -3.7507, 2.5652], [-4.6161, -2.6711, 3.8389], [0.1396, 3.2094, 1.1862], [-0.3945, 2.8414, 2.8724], [0.8238, 1.7903, 2.0447], [-2.2326, -1.5205, -1.3059], [-0.9929, -0.9757, -1.5214], [-0.4006, -1.6844, -2.5137], [-1.1551, 0.3083, -1.9441], [-0.0219, -0.9980, -0.0220], [1.5258, -0.5717, -0.9380], [1.9865, 0.7544, -0.9464], [1.4365, 1.7130, -0.4170], [3.2561, 0.7434, -1.7168], [3.5282, -0.5518, -2.1173], [4.7068, -0.8437, -2.8099], [5.6158, 0.2047, -3.0770], [5.3254, 1.5260, -2.6541], [4.1284, 1.7992, -1.9752], [2.4412, -1.4405, -1.5975], [2.3613, -2.6564, -1.7013], [4.9403, -1.8618, -3.1414], [6.5659, 0.0335, -3.6040], [6.0646, 2.3135, -2.8702], [3.8918, 2.8174, -1.6528]],
  "nbo_charge": [-0.255, -0.550, -0.129, 0.743, -0.652, -0.533, -0.257, 0.733, -0.658, -0.532, -0.249, 0.178, 0.170, 0.181, 0.173, 0.198, 0.173, 0.189, 0.170, 0.193, -0.319, 0.804, -0.336, -0.336, 0.414, -0.646, 0.659, -0.558, -0.052, -0.144, -0.166, -0.213, -0.207, -0.200, 0.676, -0.544, 0.228, 0.212, 0.212, 0.232],
  "e_homo_ev": -3.03,
  "spin_multiplicity": 1,
  "homo_lumo_gap_ev": 5.109,
  "e_above_lowest_ev": 0.0000,
  "charge": -1
}

2.
{
  "formula": "C15H13FN6O3",
  "method": "ωB97M-V/def2-TZVPD",
  "elements": ["N", "C", "N", "C", "N", "C", "N", "C", "C", "C", "C", "C", "C", "H", "H", "F", "H", "H", "H", "C", "N", "O", "O", "N", "H", "C", "C", "C", "C", "C", "O", "H", "H", "H", "H", "H", "H", "H"],
  "xyz": [[-4.6519, -0.6024, 0.1613], [-3.2356, -0.5358, -0.1405], [-2.6344, -1.5578, -0.5501], [-1.4273, -1.6415, -0.7859], [-0.6646, -0.7298, -0.7536], [-1.2828, 0.5031, -0.1462], [-0.5243, 1.5320, 0.1536], [0.9231, 1.8075, -0.2292], [1.7630, 0.7336, -0.3386], [3.2187, 0.8737, -0.3207], [3.6092, 2.4104, -0.2209], [2.7201, 3.3953, -0.1966], [1.4857, 2.8996, -0.1391], [0.8114, 4.0060, 0.1276], [3.2256, 4.2779, -0.1637], [4.9308, 2.3859, -0.1815], [3.8969, -0.0715, -0.3657], [1.3747, -0.3396, -0.2095], [-0.8469, 2.6194, 0.1657], [-2.6761, 0.7398, 0.1563], [-3.3165, 1.8638, 0.3244], [-4.6022, 1.9743, 0.7873], [-2.6137, 3.0228, 0.5841], [-0.9922, -2.6934, -1.0456], [-1.5240, -3.3869, -1.4447], [0.5729, -2.8740, -1.4198], [1.2489, -3.1417, -0.1127], [0.8567, -2.9943, 1.1387], [1.9016, -3.1163, 2.0923], [3.0476, -2.8820, 1.2024], [2.5848, -2.6548, -0.1888], [4.0332, -2.7407, 1.1681], [2.0611, -3.1479, 3.0649], [-0.2062, -3.4555, 1.4788], [0.6312, -3.8720, -1.9894], [0.9025, -1.8381, -1.9466], [-5.1246, -1.4806, -0.2543], [-5.2035, 0.2518, 0.6285]],
  "nbo_charge": [-0.836, 0.499, -0.583, 0.513, -0.562, 0.490, -0.527, -0.007, -0.185, -0.283, 0.459, -0.384, -0.057, 0.187, 0.245, -0.318, 0.253, 0.260, 0.487, -0.096, 0.401, -0.469, -0.492, -0.475, 0.399, -0.281, 0.236, -0.276, -0.278, 0.116, -0.461, 0.188, 0.227, 0.232, 0.227, 0.284, 0.400, 0.467],
  "smiles": "Nc1nc(NCc2ccco2)nc(Nc2ccc(F)cc2)c1[N+](=O)[O-]",
  "e_homo_ev": -8.88,
  "spin_multiplicity": 1,
  "homo_lumo_gap_ev": 7.790,
  "e_above_lowest_ev": 13.6723
}

3.
{
  "formula": "C15H13N3O5",
  "method": "ωB97M-V/def2-TZVPD",
  "elements": ["C", "H", "O", "C", "C", "C", "C", "C", "C", "O", "C", "H", "H", "H", "H", "C", "N", "O", "N", "C", "N", "C", "O", "C", "C", "C", "C", "O", "H", "H", "H", "H", "H", "H", "H", "H"],
  "xyz": [[1.6558, 5.3049, -0.2127], [0.9743, 5.0487, -1.1521], [2.6012, 4.0636, -0.0921], [2.0781, 2.9654, 0.1540], [3.0301, 2.0863, 0.1483], [2.7699, 0.8240, 0.6654], [1.3789, 0.4743, 0.8788], [0.5781, 1.2728, 0.5337], [0.8525, 2.6333, 0.2783], [-0.2631, 3.5250, 0.1762], [-1.3824, 3.1302, 0.4438], [-1.9762, 4.1099, 0.1318], [-1.8856, 2.8077, 1.1574], [-1.7948, 2.3573, -0.3456], [-0.4753, 0.9779, 0.6916], [1.1481, -0.9737, 1.1529], [1.6894, -1.7947, 1.8432], [1.2021, -2.9675, 1.9137], [0.2888, -3.2017, 0.9949], [0.1362, -1.8522, 0.6102], [-0.7069, -1.3932, -0.5279], [-1.8395, -1.9330, -0.7819], [-2.6739, -1.3350, -1.3649], [-2.0134, -3.4187, -0.7586], [-2.9029, -4.3238, -1.1417], [-2.7236, -5.6645, -1.0027], [-1.5033, -5.4649, -1.0431], [-0.7854, -4.3685, -0.8965], [-0.6534, -6.2053, -0.8700], [-3.4025, -6.4655, -0.9764], [-4.0432, -3.9287, -1.0209], [-0.6405, -0.4128, -0.7851], [3.6469, -0.0261, 0.8064], [4.0513, 2.4607, 0.1837], [1.0805, 5.6151, 0.5889], [2.5036, 6.0727, -0.3809]],
  "nbo_charge": [-0.270, 0.210, -0.460, 0.198, -0.212, -0.145, -0.118, -0.242, 0.233, -0.487, -0.196, 0.175, 0.169, 0.110, 0.221, 0.096, -0.083, -0.097, -0.093, 0.259, -0.599, 0.628, -0.575, 0.087, -0.176, -0.364, 0.209, -0.422, 0.172, 0.254, 0.218, 0.426, 0.238, 0.238, 0.194, 0.206],
  "e_homo_ev": -8.70,
  "spin_multiplicity": 1,
  "homo_lumo_gap_ev": 9.236,
  "e_above_lowest_ev": 17.2860
}

4.
{
  "formula": "C15H14B2CrF4N6O11SbSe4",
  "method": "ωB97M-V/def2-TZVPD",
  "elements": ["Cr", "C", "C", "N", "O", "B", "F", "F", "O", "N", "C", "C", "C", "N", "O", "B", "F", "F", "O", "N", "C", "C", "C", "H", "H", "H", "H", "H", "H", "H", "H", "H", "H", "H", "H", "O", "C", "O", "C", "C", "C", "C", "C", "C", "O", "N", "O", "O", "N", "O", "O", "H", "H", "Se", "Sb", "Se", "Se", "Se"],
  "xyz": [[0.0596, 0.2744, -0.4136], [-0.1726, 1.5913, -4.5743], [0.2073, 1.1050, -3.2228], [-0.5540, 1.1509, -2.1942], [-1.7404, 1.7717, -2.3124], [-1.6064, 3.1353, -1.7028], [-0.5600, 3.8062, -2.3386], [-2.7958, 3.7709, -1.7591], [-1.2349, 3.0148, -0.2272], [-0.1936, 2.2814, 0.1310], [0.4991, 2.6881, 1.1359], [0.2394, 3.9532, 1.8690], [1.6209, 1.7985, 1.4876], [1.6761, 0.7392, 0.7717], [2.6508, -0.1184, 1.0158], [3.1080, -1.0099, -0.1275], [4.4451, -1.1924, 0.0404], [2.3674, -2.1641, -0.1808], [2.9317, -0.2529, -1.4139], [1.6950, 0.1415, -1.7327], [1.5303, 0.5123, -2.9539], [2.5782, 0.4099, -4.0017], [2.6264, 2.0904, 2.5428], [-1.0287, 2.2526, -4.5123], [-0.4313, 0.7245, -5.1904], [0.6564, 2.1068, -5.0523], [-0.5770, 4.4970, 1.4072], [1.1383, 4.5715, 1.8826], [-0.0221, 3.7227, 2.9044], [3.5347, 0.1513, -3.5604], [2.6612, 1.3469, -4.5486], [2.2944, -0.3676, -4.7168], [2.2867, 2.8837, 3.2024], [3.5684, 2.3901, 2.0785], [2.8273, 1.1856, 3.1151], [-3.2265, 1.2039, 1.2410], [-2.4280, 0.3493, 0.9844], [-1.7914, 0.2568, -0.2007], [-2.1514, -0.8010, 1.8933], [-3.0848, -1.1916, 2.8340], [-2.8528, -2.3301, 3.5808], [-1.7301, -3.1097, 3.3767], [-0.8153, -2.7060, 2.4284], [-0.9572, -1.5048, 1.7130], [0.0313, -1.0151, 1.0053], [0.2700, -3.6418, 2.1359], [0.8440, -4.1635, 3.0674], [0.5671, -3.7732, 0.9634], [-3.8314, -2.7489, 4.5920], [-3.5560, -3.7230, 5.2615], [-4.7570, -1.9953, 4.8095], [-3.9837, -0.6059, 2.9673], [-1.5772, -4.0201, 3.9360], [0.9940, -5.6421, -1.3147], [-0.0813, -4.1544, -2.9745], [-2.3148, -3.3342, -2.0761], [0.5091, -4.3333, -5.2471], [-0.3623, -1.9781, -1.8245]],
  "mulliken_spin": [2.305, -0.003, 0.014, -0.055, -0.024, 0.005, 0.000, 0.000, -0.034, -0.090, -0.013, -0.007, 0.058, -0.100, -0.018, 0.010, 0.001, 0.002, -0.009, -0.102, 0.031, -0.005, -0.005, 0.000, 0.002, 0.000, 0.000, 0.003, 0.001, 0.000, 0.001, 0.003, 0.000, 0.002, 0.001, 0.002, 0.000, 0.051, 0.014, -0.003, 0.006, -0.004, -0.014, 0.016, -0.015, -0.014, 0.008, -0.008, 0.000, 0.001, 0.001, 0.000, 0.000, 0.991, -0.024, -0.010, 0.023, 0.009],
  "e_homo_ev": [-8.97, -8.98],
  "spin_multiplicity": 4,
  "homo_lumo_gap_ev": [5.822, 5.652],
  "s_squared": 3.854
}

5.
{
  "formula": "C15H14BrCl2N2O2Ti",
  "method": "ωB97M-V/def2-TZVPD",
  "elements": ["Ti", "Br", "C", "C", "C", "C", "C", "C", "N", "C", "C", "C", "C", "C", "C", "N", "H", "H", "H", "H", "H", "H", "H", "H", "H", "Cl", "C", "Cl", "H", "H", "C", "O", "C", "O", "H", "H", "H"],
  "xyz": [[1.1452, 0.8648, 0.3235], [0.5991, -6.4380, 0.4655], [0.2815, -4.5924, 0.4915], [1.3532, -3.7150, 0.5039], [1.1029, -2.3563, 0.5130], [-0.1981, -1.8810, 0.5121], [-1.2682, -2.7635, 0.5037], [-1.0282, -4.1242, 0.4932], [-0.3358, -0.4587, 0.5095], [-1.4361, 0.1579, 0.5477], [-1.4611, 1.6452, 0.5414], [-2.6282, 2.3506, 0.5010], [-2.5763, 3.7473, 0.4767], [-1.3557, 4.3741, 0.4980], [-0.2063, 3.5921, 0.5413], [-0.2660, 2.2696, 0.5734], [2.3669, -4.0893, 0.5032], [1.9417, -1.6674, 0.5188], [-2.2941, -2.4181, 0.5041], [-1.8532, -4.8224, 0.4823], [-2.3824, -0.3724, 0.5923], [-3.5719, 1.8214, 0.4817], [-3.4885, 4.3273, 0.4353], [-1.2751, 5.4515, 0.4763], [0.7812, 4.0317, 0.5549], [0.4284, 0.8420, 3.2897], [1.9337, 0.9030, 2.2821], [3.2541, 1.0859, -0.3650], [2.5826, 0.0925, 2.5992], [2.4313, 1.8491, 2.4787], [1.1408, -0.2700, -3.9383], [1.3096, -0.6090, -2.5329], [1.0569, 0.3312, -1.6688], [0.5920, 1.4505, -1.8876], [1.1219, -1.2175, -4.4633], [1.9884, 0.3307, -4.2571], [0.2134, 0.2768, -4.0811]],
  "nbo_charge": [1.216, 0.134, -0.072, -0.206, -0.187, 0.156, -0.221, -0.199, -0.481, 0.183, 0.145, -0.177, -0.109, -0.209, 0.128, -0.496, 0.249, 0.227, 0.221, 0.246, 0.216, 0.246, 0.250, 0.256, 0.234, -0.063, -0.764, -0.259, 0.239, 0.237, -0.270, -0.476, 0.587, -0.603, 0.214, 0.208, 0.201],
  "e_homo_ev": -12.00,
  "spin_multiplicity": 1,
  "homo_lumo_gap_ev": 6.878,
  "e_above_lowest_ev": 2.0369,
  "charge": 1
}

6.
{
  "formula": "C15H14BrN3O8V",
  "method": "ωB97M-V/def2-TZVPD",
  "elements": ["V", "O", "C", "O", "C", "C", "C", "C", "C", "C", "O", "N", "O", "O", "N", "O", "O", "H", "H", "C", "C", "C", "C", "C", "Br", "N", "C", "H", "H", "H", "H", "H", "H", "C", "C", "O", "H", "H", "H", "H", "H", "H"],
  "xyz": [[2.0565, 0.6333, 0.7845], [-0.5723, 3.7450, 0.9816], [0.0378, 2.7859, 0.5584], [0.8747, 2.0886, 1.2800], [-0.2183, 2.3114, -0.8617], [-1.3487, 2.8084, -1.4847], [-1.7083, 2.3784, -2.7518], [-0.9765, 1.4162, -3.4244], [0.1362, 0.9158, -2.7962], [0.6166, 1.3835, -1.5452], [1.7663, 0.9837, -1.1153], [0.8280, -0.2058, -3.4378], [1.0586, -0.1277, -4.6265], [1.0855, -1.1802, -2.7489], [-2.9125, 2.9121, -3.3837], [-3.2123, 2.4833, -4.4840], [-3.5642, 3.7306, -2.7656], [-1.9472, 3.5391, -0.9596], [-1.2847, 1.0584, -4.3956], [-2.5250, -2.6169, 0.3356], [-1.0313, -2.5002, 0.2479], [-0.2305, -3.5206, -0.2532], [1.1463, -3.3672, -0.3323], [1.6600, -2.1697, 0.1044], [3.5116, -1.7543, -0.0155], [0.9305, -1.1787, 0.5892], [-0.3929, -1.3392, 0.6604], [-2.8770, -3.5203, -0.1587], [-3.0092, -1.7617, -0.1357], [-2.8529, -2.6503, 1.3754], [-0.6846, -4.4401, -0.6000], [1.7886, -4.1324, -0.7407], [-0.9486, -0.4892, 1.0407], [0.8693, 0.7733, 4.2258], [1.8682, -0.3009, 3.8816], [2.7368, 0.1774, 2.8223], [0.1719, 0.3891, 4.9709], [0.3113, 1.0975, 3.3477], [1.3723, 1.6479, 4.6363], [1.3785, -1.2135, 3.5320], [2.4922, -0.5500, 4.7412], [3.5995, -0.2399, 2.9014]],
  "mulliken_spin": [3.000, 0.012, -0.014, 0.000, 0.050, 0.008, 0.002, 0.000, -0.020, -0.056, 0.013, -0.002, 0.000, 0.002, 0.000, 0.001, 0.001, -0.001, 0.000, 0.000, -0.006, 0.019, -0.016, 0.019, 0.011, -0.066, 0.047, 0.000, 0.000, 0.000, 0.001, 0.000, -0.010, 0.017, 0.006, -0.016, 0.001, -0.002, 0.000, -0.006, 0.003, 0.002],
  "e_homo_ev": [-7.84, -8.58],
  "spin_multiplicity": 4,
  "homo_lumo_gap_ev": [7.400, 8.039],
  "e_above_lowest_ev": 0.0619,
  "s_squared": 3.757
}

Number 5 is which compound? C15H14BrCl2N2O2Ti

Copy entry 2 word for word.
{
  "formula": "C15H13FN6O3",
  "method": "ωB97M-V/def2-TZVPD",
  "elements": ["N", "C", "N", "C", "N", "C", "N", "C", "C", "C", "C", "C", "C", "H", "H", "F", "H", "H", "H", "C", "N", "O", "O", "N", "H", "C", "C", "C", "C", "C", "O", "H", "H", "H", "H", "H", "H", "H"],
  "xyz": [[-4.6519, -0.6024, 0.1613], [-3.2356, -0.5358, -0.1405], [-2.6344, -1.5578, -0.5501], [-1.4273, -1.6415, -0.7859], [-0.6646, -0.7298, -0.7536], [-1.2828, 0.5031, -0.1462], [-0.5243, 1.5320, 0.1536], [0.9231, 1.8075, -0.2292], [1.7630, 0.7336, -0.3386], [3.2187, 0.8737, -0.3207], [3.6092, 2.4104, -0.2209], [2.7201, 3.3953, -0.1966], [1.4857, 2.8996, -0.1391], [0.8114, 4.0060, 0.1276], [3.2256, 4.2779, -0.1637], [4.9308, 2.3859, -0.1815], [3.8969, -0.0715, -0.3657], [1.3747, -0.3396, -0.2095], [-0.8469, 2.6194, 0.1657], [-2.6761, 0.7398, 0.1563], [-3.3165, 1.8638, 0.3244], [-4.6022, 1.9743, 0.7873], [-2.6137, 3.0228, 0.5841], [-0.9922, -2.6934, -1.0456], [-1.5240, -3.3869, -1.4447], [0.5729, -2.8740, -1.4198], [1.2489, -3.1417, -0.1127], [0.8567, -2.9943, 1.1387], [1.9016, -3.1163, 2.0923], [3.0476, -2.8820, 1.2024], [2.5848, -2.6548, -0.1888], [4.0332, -2.7407, 1.1681], [2.0611, -3.1479, 3.0649], [-0.2062, -3.4555, 1.4788], [0.6312, -3.8720, -1.9894], [0.9025, -1.8381, -1.9466], [-5.1246, -1.4806, -0.2543], [-5.2035, 0.2518, 0.6285]],
  "nbo_charge": [-0.836, 0.499, -0.583, 0.513, -0.562, 0.490, -0.527, -0.007, -0.185, -0.283, 0.459, -0.384, -0.057, 0.187, 0.245, -0.318, 0.253, 0.260, 0.487, -0.096, 0.401, -0.469, -0.492, -0.475, 0.399, -0.281, 0.236, -0.276, -0.278, 0.116, -0.461, 0.188, 0.227, 0.232, 0.227, 0.284, 0.400, 0.467],
  "smiles": "Nc1nc(NCc2ccco2)nc(Nc2ccc(F)cc2)c1[N+](=O)[O-]",
  "e_homo_ev": -8.88,
  "spin_multiplicity": 1,
  "homo_lumo_gap_ev": 7.790,
  "e_above_lowest_ev": 13.6723
}